31
Properties=species:S:1:pos:R:3:mulliken_charge:R:1 method="wB97M-V/def2-TZVPD" e_lumo_ev="4.0 / 4.0" orbital_gap_ev="5.18 / 5.17" spin_multiplicity=2 total_charge=-2 s_squared=0.756 relative_energy_kj_mol=7.9 total_energy_ev=-169624.6311
Pt -0.28 -0.72 2.02 1.611
S -1.96 -3.90 5.70 -0.809
Sb -0.19 -3.09 4.48 0.291
S -0.97 -2.86 2.13 -0.514
S -0.47 -0.63 4.27 -0.526
Cl 5.27 3.85 0.52 -0.285
C 4.27 2.46 0.92 0.487
C 2.92 2.63 1.19 -0.875
C 2.16 1.53 1.49 0.780
Cl 0.46 1.78 1.84 -0.297
C 2.65 0.19 1.55 -0.001
O 1.95 -0.83 1.83 -1.077
C 4.04 0.11 1.25 0.397
Cl 4.78 -1.47 1.29 -0.242
C 4.83 1.20 0.95 -0.757
H 2.47 3.62 1.17 0.400
H 5.88 1.05 0.74 0.392
Br -4.76 1.15 -0.71 -0.173
C -3.63 0.24 -1.93 0.043
C -4.10 0.16 -3.24 -0.500
C -3.35 -0.46 -4.22 -0.372
C -2.12 -1.01 -3.89 -0.576
C -1.66 -0.93 -2.59 -0.409
C -2.40 -0.31 -1.58 0.202
C -1.79 -0.31 -0.19 0.878
O -2.46 -0.04 0.81 -0.717
O -0.55 -0.65 -0.15 -0.843
H -5.06 0.60 -3.47 0.375
H -3.73 -0.51 -5.23 0.342
H -1.52 -1.50 -4.65 0.358
H -0.70 -1.35 -2.31 0.414